Entry from the OMol25 dataset: one molecule with the formula C5H6O at a distorted geometry (ωB97M-V/def2-TZVPD).

Output
F_max: 1.975 eV/Å
energy: -269.23435 a.u.
energy above the lowest of the compared OMol25 structures with the same formula, charge and spin: 293.8 kJ/mol
HOMO-LUMO gap: 8.826 eV

Cartesian coordinates (Å):
C 0.582233 1.450726 0.701667
C 0.209682 0.197136 -0.039895
C 0.957171 -0.155773 -1.108711
O -0.182536 -1.792054 -1.490377
C -1.090763 -1.615931 -0.598400
C -0.914687 -0.572271 0.284357
H 1.591380 1.804641 0.472248
H 0.508541 1.256217 1.773204
H -0.121709 2.243001 0.432411
H 2.049204 -0.261051 -0.979839
H -2.010071 -2.231623 -0.539521
H -1.578443 -0.323017 1.092857

Atoms 1-6, force components in eV/Å:
C 0.0 0.1 0.1
C 0.0 0.1 -0.1
C -1.1 -1.6 0.3
O 1.2 1.4 0.6
C 0.4 0.5 0.2
C -0.4 0.0 0.2

Here are the natural (NBO) charges for atoms 1 to 6, given in e:
1. C -0.623
2. C -0.056
3. C 0.046
4. O -0.520
5. C 0.284
6. C -0.430